{"formula": "C38H109N5O23", "method": "ωB97M-V/def2-TZVPD", "total_energy_ha": -3517.25031, "total_charge": 0, "symbols": ["C", "C", "O", "O", "H", "H", "H", "H", "H", "H", "C", "C", "O", "O", "H", "H", "H", "H", "H", "H", "C", "C", "O", "O", "H", "H", "H", "H", "H", "H", "C", "C", "O", "O", "H", "H", "H", "H", "H", "H", "C", "C", "O", "O", "H", "H", "H", "H", "H", "H", "C", "C", "O", "O", "H", "H", "H", "H", "H", "H", "C", "C", "O", "O", "H", "H", "H", "H", "H", "H", "C", "C", "O", "O", "H", "H", "H", "H", "H", "H", "C", "C", "O", "O", "H", "H", "H", "H", "H", "H", "C", "C", "C", "O", "C", "N", "H", "H", "H", "H", "H", "H", "H", "H", "H", "H", "H", "C", "C", "C", "O", "C", "N", "H", "H", "H", "H", "H", "H", "H", "H", "H", "H", "H", "C", "C", "C", "O", "C", "N", "H", "H", "H", "H", "H", "H", "H", "H", "H", "H", "H", "C", "C", "C", "O", "C", "N", "H", "H", "H", "H", "H", "H", "H", "H", "H", "H", "H", "C", "C", "C", "O", "C", "N", "H", "H", "H", "H", "H", "H", "H", "H", "H", "H", "H"], "positions_angstrom": [[25.740, -18.743, 0.891], [27.207, -19.111, 1.313], [28.080, -18.066, 1.501], [25.067, -17.914, 1.845], [25.176, -19.649, 0.670], [25.740, -18.144, -0.020], [27.616, -19.755, 0.534], [27.206, -19.632, 2.270], [27.688, -17.426, 2.100], [25.767, -17.330, 2.146], [24.348, -22.446, 1.044], [23.867, -23.855, 0.824], [24.147, -24.258, -0.533], [25.729, -22.278, 1.277], [23.833, -21.957, 1.871], [24.148, -21.928, 0.106], [22.799, -23.997, 0.987], [24.361, -24.590, 1.460], [23.672, -23.657, -1.112], [26.111, -22.493, 0.423], [29.806, -19.078, -1.748], [30.293, -20.550, -1.951], [29.806, -21.472, -0.956], [30.251, -18.489, -0.467], [28.719, -19.121, -1.802], [30.139, -18.392, -2.526], [31.381, -20.515, -1.891], [29.985, -21.084, -2.850], [30.242, -21.257, -0.128], [29.452, -18.284, 0.024], [25.099, -24.631, -6.688], [23.840, -24.562, -5.850], [23.540, -25.837, -5.209], [26.242, -24.955, -5.925], [25.147, -23.687, -7.232], [24.924, -25.425, -7.414], [23.002, -24.229, -6.461], [23.932, -23.778, -5.099], [24.115, -25.932, -4.446], [26.027, -25.844, -5.632], [23.294, -19.410, -6.225], [23.815, -20.754, -5.875], [23.331, -21.191, -4.579], [23.642, -18.484, -5.178], [22.208, -19.458, -6.147], [23.642, -19.022, -7.182], [24.899, -20.650, -5.830], [23.542, -21.483, -6.638], [23.293, -20.383, -4.063], [23.227, -17.636, -5.354], [30.681, -25.916, -2.566], [30.394, -24.427, -2.434], [30.701, -23.980, -1.162], [30.397, -26.326, -3.929], [30.305, -26.591, -1.797], [31.718, -26.071, -2.267], [29.369, -24.200, -2.727], [31.011, -23.889, -3.153], [30.375, -23.080, -1.084], [30.352, -27.284, -3.882], [22.216, -19.214, -1.391], [20.886, -19.039, -2.161], [20.924, -18.048, -3.177], [23.204, -19.335, -2.315], [22.191, -20.010, -0.647], [22.309, -18.282, -0.834], [20.115, -18.831, -1.420], [20.654, -19.981, -2.659], [21.654, -18.336, -3.730], [24.025, -18.923, -2.037], [26.718, -22.208, -3.485], [26.325, -21.628, -2.093], [27.153, -22.061, -1.028], [28.011, -21.914, -3.898], [25.991, -21.899, -4.236], [26.680, -23.297, -3.487], [25.280, -21.828, -1.855], [26.376, -20.539, -2.108], [28.071, -21.927, -1.276], [28.383, -22.690, -4.322], [25.737, -26.843, -2.684], [26.864, -27.329, -3.596], [26.416, -27.563, -4.925], [25.425, -25.540, -2.788], [26.130, -27.118, -1.706], [24.868, -27.456, -2.922], [27.247, -28.249, -3.155], [27.676, -26.604, -3.544], [26.587, -28.490, -5.109], [25.457, -25.062, -1.956], [30.858, -22.702, -6.094], [29.442, -23.266, -6.416], [29.369, -24.046, -7.751], [29.763, -23.166, -8.783], [29.496, -23.697, -10.092], [28.973, -24.084, -5.285], [30.872, -22.029, -5.236], [31.260, -22.157, -6.948], [31.590, -23.451, -5.792], [28.698, -22.480, -6.545], [28.436, -24.595, -7.883], [30.150, -24.795, -7.617], [28.458, -23.854, -10.386], [30.002, -24.653, -10.231], [29.935, -22.988, -10.795], [28.076, -24.531, -5.405], [29.666, -24.745, -4.964], [21.260, -24.681, -2.601], [21.142, -23.173, -2.263], [20.356, -22.970, -0.928], [19.002, -23.298, -1.021], [18.346, -23.133, 0.205], [22.477, -22.721, -2.049], [21.945, -25.168, -1.907], [21.782, -24.616, -3.556], [20.290, -25.173, -2.540], [20.606, -22.563, -2.990], [20.311, -21.912, -0.672], [20.816, -23.497, -0.092], [18.715, -23.874, 0.914], [17.356, -23.574, 0.089], [18.408, -22.136, 0.643], [22.435, -21.777, -1.693], [23.000, -22.643, -2.910], [24.424, -16.217, -2.061], [25.649, -16.664, -2.841], [26.929, -16.051, -2.205], [27.244, -14.786, -2.752], [28.372, -14.190, -2.164], [25.734, -18.082, -2.920], [24.496, -16.561, -1.029], [23.491, -16.590, -2.482], [24.324, -15.141, -1.917], [25.554, -16.218, -3.831], [27.822, -16.644, -2.403], [26.823, -16.078, -1.121], [28.448, -13.166, -2.527], [29.290, -14.711, -2.436], [28.383, -14.058, -1.082], [26.610, -18.287, -3.379], [25.146, -18.431, -3.663], [28.004, -17.061, -5.995], [27.437, -18.520, -5.837], [27.739, -19.477, -7.043], [26.915, -19.263, -8.203], [27.083, -20.274, -9.171], [27.897, -19.011, -4.597], [27.520, -16.513, -6.804], [29.052, -17.173, -6.273], [28.003, -16.446, -5.095], [26.358, -18.402, -5.742], [27.576, -20.437, -6.554], [28.798, -19.622, -7.259], [26.798, -21.261, -8.805], [28.104, -20.312, -9.551], [26.400, -20.124, -10.007], [28.893, -18.864, -4.516], [27.735, -20.007, -4.561], [29.876, -26.260, 4.235], [28.672, -27.021, 3.854], [28.217, -26.899, 2.411], [27.631, -25.619, 2.107], [27.797, -25.256, 0.712], [28.864, -28.391, 4.409], [29.895, -25.259, 3.804], [30.752, -26.780, 3.848], [30.060, -26.165, 5.305], [27.885, -26.593, 4.475], [27.570, -27.710, 2.078], [29.073, -27.128, 1.777], [28.809, -25.381, 0.327], [27.522, -24.211, 0.569], [27.231, -25.844, -0.010], [28.731, -28.369, 5.411], [28.045, -28.896, 4.102]]}

{"formula": "C16H14I2N4O2RuS6Sb", "method": "ωB97M-V/def2-TZVPD", "total_energy_ha": -4307.41375, "total_charge": -1, "s2": 6.0352, "spin_multiplicity": 5, "symbols": ["Ru", "S", "Sb", "S", "S", "S", "N", "C", "C", "C", "C", "C", "C", "S", "O", "O", "N", "C", "N", "C", "C", "C", "N", "H", "H", "H", "H", "H", "H", "H", "H", "H", "S", "C", "C", "C", "C", "C", "C", "H", "H", "H", "H", "H", "I", "I"], "positions_angstrom": [[-0.107, 0.353, -0.351], [-2.421, -3.631, 1.194], [-0.953, -3.010, -0.365], [-1.625, -0.811, -1.414], [0.812, -1.665, 0.678], [-0.092, -4.114, -2.119], [-3.301, 3.592, 7.386], [-3.006, 3.026, 6.139], [-2.967, 3.823, 4.996], [-2.716, 3.260, 3.758], [-2.510, 1.892, 3.656], [-2.562, 1.085, 4.783], [-2.807, 1.652, 6.021], [-2.183, 1.147, 2.094], [-2.628, 2.050, 1.058], [-2.726, -0.176, 2.140], [-0.561, 0.967, 1.959], [0.239, 2.042, 1.751], [0.194, 3.176, 2.462], [1.095, 4.088, 2.134], [2.033, 3.934, 1.113], [1.965, 2.766, 0.390], [1.091, 1.817, 0.720], [-3.060, 4.568, 7.467], [-2.958, 3.061, 8.171], [-3.140, 4.889, 5.084], [-2.680, 3.865, 2.863], [-2.420, 0.017, 4.678], [-2.855, 1.027, 6.906], [1.061, 5.008, 2.710], [2.746, 4.708, 0.875], [2.592, 2.565, -0.471], [-0.303, 2.043, -1.893], [-0.554, 1.320, -3.498], [-1.824, 1.277, -4.058], [-2.005, 0.692, -5.305], [-0.927, 0.149, -5.987], [0.345, 0.207, -5.429], [0.533, 0.800, -4.192], [-2.664, 1.681, -3.508], [-2.998, 0.647, -5.734], [-1.078, -0.323, -6.950], [1.197, -0.217, -5.946], [1.524, 0.843, -3.760], [2.489, -1.173, -1.323], [4.267, -0.434, -3.383]]}

{"formula": "C3H6O3", "method": "ωB97M-V/def2-TZVPD", "total_energy_ha": -343.26529, "total_charge": 0, "s2": 2.0621, "spin_multiplicity": 3, "symbols": ["C", "C", "C", "O", "O", "O", "H", "H", "H", "H", "H", "H"], "positions_angstrom": [[1.404, -0.172, -0.095], [-0.973, -0.428, 0.516], [0.022, 0.012, -0.559], [2.427, -0.889, -0.531], [1.948, -0.950, 0.825], [2.117, 1.836, 0.217], [-0.909, -1.499, 0.696], [-1.981, -0.189, 0.194], [-0.771, 0.095, 1.447], [-0.127, 1.065, -0.800], [-0.103, -0.572, -1.477], [3.062, 1.696, 0.305]]}

{"formula": "C3H9NO2", "method": "ωB97M-V/def2-TZVPD", "total_energy_ha": -324.88252, "total_charge": 0, "symbols": ["C", "C", "O", "H", "H", "H", "H", "N", "C", "O", "H", "H", "H", "H", "H"], "positions_angstrom": [[-2.737, -0.214, 0.389], [-1.600, -1.152, 0.497], [-0.775, -1.114, 1.371], [-3.679, -0.778, 0.323], [-2.757, 0.377, -0.544], [-2.634, 0.430, 1.247], [-1.650, -1.993, -0.226], [1.710, -0.520, 0.018], [1.653, 0.753, -0.591], [3.057, 1.396, -0.564], [2.467, -0.452, 0.685], [1.608, -1.334, -0.559], [1.418, 0.810, -1.659], [1.132, 1.479, 0.033], [2.786, 2.313, -0.422]]}

{"formula": "C12H11N2O", "method": "ωB97M-V/def2-TZVPD", "total_energy_ha": -648.30470, "total_charge": 1, "symbols": ["H", "N", "C", "C", "C", "O", "C", "C", "C", "C", "C", "C", "C", "C", "N", "C", "H", "H", "H", "H", "H", "H", "H", "H", "H", "H"], "positions_angstrom": [[-3.817, 1.879, 0.695], [-2.967, 1.443, 0.262], [-2.764, 0.230, 0.122], [-3.577, -1.015, 0.272], [-1.271, -0.088, -0.632], [-0.809, -1.424, -0.479], [0.534, -1.386, -0.301], [1.479, -2.408, -0.169], [2.827, -2.083, 0.044], [3.209, -0.717, 0.215], [2.286, 0.305, 0.085], [2.451, 1.742, 0.133], [1.386, 2.587, -0.031], [0.045, 2.088, -0.203], [-0.048, 0.785, -0.346], [0.948, -0.038, -0.206], [-3.733, -1.018, 1.320], [-3.289, -2.008, -0.126], [-4.593, -0.948, -0.071], [-1.577, 0.361, -1.548], [1.292, -3.563, -0.150], [3.498, -2.866, 0.509], [4.329, -0.491, 0.353], [3.352, 2.289, 0.281], [1.623, 3.603, 0.075], [-0.814, 2.740, -0.105]]}

{"formula": "C3H3NO2", "method": "ωB97M-V/def2-TZVPD", "total_energy_ha": -321.32645, "total_charge": 0, "symbols": ["O", "C", "N", "C", "C", "O", "H", "H", "H"], "positions_angstrom": [[-0.119, 2.365, -0.560], [0.006, 1.208, -0.269], [-0.765, 0.399, 0.525], [-0.248, -0.905, 0.523], [0.856, -0.833, -0.230], [1.054, 0.406, -0.727], [-1.486, 0.783, 1.116], [-0.779, -1.769, 0.162], [1.481, -1.654, -0.540]]}

no.,F_max (hartree/bohr)
1,0.0613
2,0.0153
3,0.3167
4,0.0506
5,0.0882
6,0.0351